(1)
Below is C30H36BN9O6SV as an isolated structure at a distorted geometry, with properties calculated with ωB97M-V with the def2-TZVPD basis set.

The highest occupied orbital energy (spin up / spin down) comes out at -5.21 / -5.84 eV. For the max |F|, the calculation gives 1.65 eV/A. The calculation puts the energy above the lowest of the compared OMol25 structures with the same formula, charge and spin at 11.32 kcal per mole.

The geometry in ORCA input format:
```
! RIJCOSX wB97M-V def2-TZVPD def2/J DEFGRID3
* xyz -1 3
C -1.34 2.13 0.79
C -1.21 -0.93 4.80
N -0.01 1.45 0.72
H 2.19 7.38 -2.42
C 1.29 1.99 -3.83
C -2.43 -2.81 -0.82
H -1.55 2.50 -4.23
H 2.10 -2.78 -4.20
H 0.56 7.82 -1.91
H 1.65 2.84 -1.19
H 0.97 7.17 1.08
H 3.02 -1.35 -2.35
H 2.84 -3.66 -2.88
N 0.29 0.73 -2.26
H 1.45 2.73 -4.59
C 0.99 5.04 1.29
C -1.44 -0.64 7.52
O 0.68 2.64 2.88
H 4.85 -1.19 2.15
C 1.51 3.79 -0.70
C 2.13 -1.49 3.29
S 1.10 2.29 1.53
C 5.08 -0.56 -0.75
O -0.80 -2.14 1.60
H 1.31 -2.21 3.28
C -2.47 1.19 0.41
C 3.98 -1.12 1.52
H 1.88 4.95 -2.46
B 2.12 -0.93 -1.68
C 1.91 -3.50 -3.41
H -2.88 -1.83 -0.73
N 0.98 -1.98 -1.66
C -0.45 -3.52 -2.32
C 0.83 -3.02 -2.49
H 1.95 8.30 -0.93
H 6.02 -0.75 -0.23
C 3.65 0.94 -3.72
N 1.85 -1.05 0.86
H 3.84 1.53 -4.62
H -0.25 0.98 4.77
H 1.78 -0.57 3.75
H -1.52 -0.53 8.60
H -0.89 -4.36 -2.82
N 2.65 -0.80 -0.22
H 5.07 0.49 -1.05
H -2.43 -2.55 7.48
C 1.54 7.50 -1.55
H 3.90 -0.10 -3.92
H -1.19 3.38 -2.75
C 3.94 -0.84 0.17
H -2.43 -3.26 0.17
C -0.83 0.35 6.77
N -1.25 -2.16 2.80
N 1.59 0.34 -2.39
O -0.48 -0.07 2.74
C 2.21 1.10 -3.33
C -1.04 -2.70 -1.35
H -3.01 -3.44 -1.50
H 5.04 -1.17 -1.65
C 1.44 6.21 -0.78
H -2.22 -2.80 5.02
C -1.23 2.39 -3.20
V -0.22 -0.52 0.73
H -1.36 3.01 0.14
N -1.06 -1.04 3.37
O 2.39 1.68 1.39
H -1.53 2.47 1.82
H 0.73 5.04 2.34
O -3.57 1.65 0.13
C 0.10 1.71 -3.11
N -0.17 -1.76 -0.97
C -1.94 -1.78 6.90
C 1.18 3.83 0.64
C -0.71 0.22 5.39
H 4.32 1.29 -2.93
C -1.83 -1.93 5.53
H -1.98 1.81 -2.66
C 1.12 6.22 0.58
C 1.63 4.98 -1.41
H 1.60 -4.44 -3.87
O -2.16 -0.06 0.44
H -0.44 1.24 7.25
H 2.94 -1.90 3.90
C 2.64 -1.23 1.91
*
```

---

(2)
Below is a 2-piece molecular cluster, C4H12N2S overall at a distorted geometry, with properties calculated with ωB97M-V with the def2-TZVPD basis set.

The highest occupied orbital energy (spin up / spin down) comes out at -7.83 / -9.43 eV. For the max |F|, the calculation gives 3.46 eV/A. The calculation puts the energy above the lowest of the compared OMol25 structures with the same formula, charge and spin at 97.52 kcal per mole.

The geometry in ORCA input format:
```
! RIJCOSX wB97M-V def2-TZVPD def2/J DEFGRID3
* xyz 0 1
H 0.03 1.52 1.08
C 0.90 0.92 1.02
C 0.67 -0.26 0.10
H -3.03 1.02 -0.90
C 1.81 -1.24 0.38
H 2.46 -1.11 -0.45
H 1.19 0.89 -1.60
S -0.92 -0.97 0.64
N -3.24 0.84 0.20
H 1.46 -2.26 0.40
H 0.43 -0.64 -2.02
N -1.38 -2.02 -0.53
H -4.00 0.18 0.30
H 2.32 -0.83 1.22
H -2.14 -2.59 -0.15
H -0.58 0.58 -1.50
H 1.92 1.39 0.68
C 0.40 0.20 -1.38
H 1.22 0.48 2.00
*
```

---

(3)
Below is a 3-piece molecular cluster, C3H10OS2 overall at a distorted geometry, with properties calculated with ωB97M-V with the def2-TZVPD basis set.

The highest occupied orbital energy comes out at -8.47 eV. For the max |F|, the calculation gives 2.03 eV/A. The calculation puts the energy above the lowest of the compared OMol25 structures with the same formula, charge and spin at 113.66 kcal per mole.

The geometry in ORCA input format:
```
! RIJCOSX wB97M-V def2-TZVPD def2/J DEFGRID3
* xyz 0 1
S -2.32 -0.72 0.34
C -0.95 -0.75 -0.71
C -0.53 0.66 -1.21
H 0.32 0.58 -1.87
H 1.16 -1.15 1.90
C -0.07 1.55 -0.03
H -0.16 -1.13 0.04
O 0.61 -0.69 2.53
H 0.43 2.46 -0.37
H 1.21 -1.21 -1.30
S 2.33 -1.00 -0.62
H 0.61 0.98 0.59
H -1.44 1.09 -1.62
H 0.85 -1.10 3.38
H -1.07 -1.47 -1.52
H -0.97 1.91 0.47
*
```

---

(4)
Below is a 2-piece molecular cluster, C4H12OP overall at a distorted geometry, with properties calculated with ωB97M-V with the def2-TZVPD basis set.

The highest occupied orbital energy (spin up / spin down) comes out at -13.57 / -13.61 eV. For the max |F|, the calculation gives 2.52 eV/A. The calculation puts the energy above the lowest of the compared OMol25 structures with the same formula, charge and spin at 16.05 kcal per mole.

The geometry in ORCA input format:
```
! RIJCOSX wB97M-V def2-TZVPD def2/J DEFGRID3
* xyz 1 1
H -2.99 -0.47 1.13
H 2.00 -1.40 -0.14
H -1.62 -0.15 2.51
H 0.13 -1.71 -2.74
H -1.56 -1.15 -2.52
H 0.00 2.82 -0.50
H 0.91 2.51 0.99
P 0.12 0.43 0.02
H 1.63 2.25 -0.81
H -2.45 1.37 1.76
H 0.95 -1.51 1.24
H 2.11 -0.23 1.37
C -0.58 -1.31 -2.00
C -2.28 0.21 1.71
C 1.47 -0.75 0.66
O -0.07 -0.03 -1.49
H -0.70 -2.02 -1.14
C 0.75 2.15 -0.04
*
```

---

(5)
Below is C38H19BrCl5F5N7O6RbS as an isolated structure at a distorted geometry, with properties calculated with ωB97M-V with the def2-TZVPD basis set.

The highest occupied orbital energy comes out at -3.08 eV. For the max |F|, the calculation gives 3.08 eV/A. The calculation puts the energy above the lowest of the compared OMol25 structures with the same formula, charge and spin at 0.34 kcal per mole.

The geometry in ORCA input format:
```
! RIJCOSX wB97M-V def2-TZVPD def2/J DEFGRID3
* xyz -2 1
C 1.55 -3.44 5.18
H -7.25 -0.72 -1.96
N 2.04 -2.80 0.44
H 0.66 0.23 -4.36
O -2.41 -1.71 2.37
O 1.71 0.80 1.62
N 4.35 4.82 3.85
C -0.32 -3.85 3.71
C 3.01 2.77 1.03
C -3.43 3.82 -4.99
C 4.65 -0.32 -4.90
H -5.02 -3.22 -3.14
O -6.79 -1.48 -2.34
C -2.66 -0.57 5.81
C -2.15 -0.75 4.53
N 0.99 -1.78 -1.82
H -1.41 -4.05 3.49
H -0.62 -1.04 -2.94
C 3.23 3.66 0.01
O 4.32 4.02 4.74
C 2.35 -1.76 -1.53
C -1.61 2.23 -5.20
C 2.54 -0.46 -3.68
C -3.50 3.63 -3.65
C -1.77 2.03 -3.82
F -4.35 4.70 -5.49
H 3.33 -2.73 4.13
F -2.63 2.49 -1.74
H 6.34 -1.05 -3.85
H -5.55 0.43 -1.01
H 4.77 6.14 1.58
C 3.28 -0.09 -4.80
Cl -4.37 -3.80 3.13
C -3.59 -0.37 -1.08
C 3.16 -1.11 -2.59
F -0.92 1.24 -3.17
C 3.94 4.39 2.51
C 3.82 4.90 0.18
C 3.33 3.12 2.31
H 2.95 3.40 -1.00
H 4.00 5.61 -0.63
C 2.51 -2.96 1.57
C -2.74 -1.68 3.55
C 0.48 -1.05 -2.78
C 0.20 -3.78 5.00
H -0.41 -3.95 5.88
C -2.60 2.75 -3.05
H 2.74 0.33 -5.63
C -4.92 -0.36 -1.37
H 5.09 -1.83 -1.87
Br -2.10 -3.80 -2.65
F -4.35 4.39 -2.93
C 4.19 5.27 1.44
N 1.16 -0.35 -3.67
C 4.55 -1.31 -2.72
C 2.27 1.42 0.67
Cl -1.98 0.61 6.94
Cl -5.27 -3.54 6.15
S -0.34 1.45 -6.09
C 1.70 -3.23 2.78
F -2.63 3.34 -7.13
H 3.57 -2.84 1.79
Cl -4.29 -1.29 7.94
N 2.90 -2.39 -0.55
C -3.73 -2.54 4.16
Rb -0.52 -1.11 0.59
H 5.20 0.00 -5.77
Cl -0.88 0.24 3.86
H 1.94 -3.32 6.17
H -3.20 0.51 -0.55
C -5.47 -1.40 -2.08
O 2.19 1.09 -0.54
C -4.64 -2.47 -2.47
O 4.76 6.00 3.98
C 2.31 -3.14 4.05
C -4.14 -2.45 5.48
N -2.74 -1.35 -1.44
C -2.53 3.13 -5.79
C -3.65 -1.42 6.27
H 3.04 2.52 3.18
N 0.40 -3.55 2.65
C 5.30 -0.90 -3.80
C -3.30 -2.36 -2.12
*
```

---

(6)
Below is an isolated molecule of C3H6S2 at a distorted geometry, with properties calculated with ωB97M-V with the def2-TZVPD basis set.

As for the SMILES: C[C@H](S)C=S. The highest occupied orbital energy comes out at -8.93 eV. For the max |F|, the calculation gives 6.57 eV/A. The calculation puts the energy above the lowest of the compared OMol25 structures with the same formula, charge and spin at 89.66 kcal per mole.

The geometry in ORCA input format:
```
! RIJCOSX wB97M-V def2-TZVPD def2/J DEFGRID3
* xyz 0 1
H 0.29 0.02 1.58
H -2.08 -1.28 0.20
C 1.38 0.18 -0.09
H 1.61 1.02 0.64
H -0.10 2.69 -0.84
S 2.14 -0.65 -1.26
H -1.28 -0.90 -1.08
H -0.36 -1.97 -0.11
S -0.62 1.83 0.51
C -0.96 -1.02 0.09
C -0.01 0.10 0.37
*
```

---

(7)
Below is a 2-piece molecular cluster, C4H10NO overall at a distorted geometry, with properties calculated with ωB97M-V with the def2-TZVPD basis set.

The highest occupied orbital energy (spin up / spin down) comes out at 2.58 / 1.26 eV. For the max |F|, the calculation gives 6.57 eV/A. The calculation puts the energy above the lowest of the compared OMol25 structures with the same formula, charge and spin at 103.50 kcal per mole.

The geometry in ORCA input format:
```
! RIJCOSX wB97M-V def2-TZVPD def2/J DEFGRID3
* xyz -2 2
H 0.39 -1.71 1.01
H -0.85 -0.59 0.16
H 0.95 1.30 2.49
C 0.10 1.99 2.16
H -0.94 1.54 2.54
C 0.18 -1.60 -1.17
H 0.84 0.01 0.27
C -0.54 -0.15 -2.15
H 1.25 -1.96 -1.34
H -0.02 1.83 1.04
C 0.22 -0.95 0.21
N -0.24 -1.36 -2.65
O 0.24 3.31 2.44
H -1.47 0.21 -1.76
H 0.12 0.76 -2.18
H -0.22 -2.61 -1.08
*
```

---

(8)
Below is C19H28NPSSr as an isolated structure at a distorted geometry, with properties calculated with ωB97M-V with the def2-TZVPD basis set.

The highest occupied orbital energy comes out at -6.34 eV. For the max |F|, the calculation gives 2.87 eV/A.

The geometry in ORCA input format:
```
! RIJCOSX wB97M-V def2-TZVPD def2/J DEFGRID3
* xyz 0 1
H -0.19 -1.81 1.25
H 1.75 -2.63 -2.18
P 2.11 -0.61 -0.93
C -0.79 2.83 -3.20
C -1.24 1.13 4.39
H 1.89 -0.30 4.53
H -2.46 1.90 -0.88
S 0.41 2.94 1.26
C -1.06 1.97 3.29
H 3.64 -0.69 0.93
H -0.34 -0.36 5.68
C 3.53 -1.25 -0.02
H 3.62 0.78 -2.22
H -3.04 1.67 -2.57
H 2.63 3.23 -3.32
C 1.58 1.61 -2.34
C -2.78 -2.40 -2.30
H 0.49 4.23 -4.22
C -0.87 1.68 -2.39
H 2.18 1.12 2.49
H -1.90 -1.61 -4.26
C 1.65 2.78 -3.12
C 1.25 1.13 3.05
H -3.01 -2.62 -3.35
H 4.43 -1.13 -0.64
C -2.29 1.33 -1.83
H 3.04 1.60 -0.75
H -1.01 -1.84 1.12
H 3.35 -2.31 0.21
Sr -0.62 0.10 -0.12
C -1.45 -0.87 -3.59
H -1.73 3.29 -3.52
C -2.79 -0.13 -1.54
H -2.19 1.17 4.94
H 3.17 -1.71 -2.76
H -1.86 2.60 2.92
H -1.82 0.08 -3.96
C 1.06 0.31 4.16
H -0.37 -0.89 -3.73
C -0.19 0.29 4.81
N -1.93 -1.16 -2.16
C 2.14 -1.63 -2.42
C 0.35 1.07 -2.11
H -2.39 -3.30 -1.81
H -3.88 -0.21 -1.76
H -2.75 -0.34 -0.45
H -3.78 -2.22 -1.89
H 1.52 -1.20 -3.21
C 0.45 3.35 -3.57
C 2.74 0.98 -1.61
C 0.20 1.99 2.63
*
```

---

(9)
Below is a 6-piece molecular cluster, C27H68F2NO22P5Si overall at a distorted geometry, with properties calculated with ωB97M-V with the def2-TZVPD basis set.

As for the SMILES: CCCCC[Si@H]([C@H](C)CCC)N(C(=O)F)C(=O)F.COP(=O)(OC)OC.COP(=O)(OC)OC.COP(=O)(OC)OC.COP(=O)(OC)OC.COP(=O)(OC)OC. The highest occupied orbital energy comes out at -9.38 eV. For the max |F|, the calculation gives 8.24 eV/A.

The geometry in ORCA input format:
```
! RIJCOSX wB97M-V def2-TZVPD def2/J DEFGRID3
* xyz 0 1
H 13.01 -1.92 -4.95
H 6.66 3.03 2.09
H 12.01 1.03 2.23
H -2.38 -1.71 2.69
N -0.04 -2.56 -1.13
H 7.50 3.50 0.60
C -5.13 5.52 3.35
H 7.82 4.38 2.11
H 10.67 -0.05 -0.43
P 12.90 0.86 -4.16
Si 0.64 -2.22 0.51
C -14.13 1.96 5.04
H -13.19 1.60 1.14
C -0.67 -2.64 1.79
H -8.14 3.02 2.98
C 0.12 -3.87 -1.60
H 9.49 -0.76 -1.53
O 8.72 -0.21 0.30
P 8.56 0.96 1.44
C 2.28 -3.06 0.88
H 15.19 2.41 -4.84
H -2.23 -4.17 1.68
C 3.67 -0.95 1.45
H -4.34 1.52 5.56
H 10.48 1.77 -6.05
O -5.04 4.33 2.58
H -0.73 -4.71 0.93
H -4.71 2.85 6.68
H 4.40 -2.77 0.61
O 10.02 0.59 2.08
H -0.17 -2.48 2.76
C 11.05 1.55 2.31
C -1.84 -1.62 1.75
H -14.38 1.02 4.57
H 2.66 2.31 1.80
H 3.10 -1.06 2.38
H -3.35 -3.60 -2.35
O -6.80 -2.23 -5.13
O -4.88 3.34 4.70
H -10.09 -0.28 4.65
H -11.38 -1.27 5.37
H -3.73 -2.36 0.93
H 3.39 -1.85 -0.54
C 13.15 -1.21 -5.77
H -15.00 2.62 4.99
C 3.36 0.43 0.81
C 3.50 -2.16 0.50
C 2.34 1.27 1.66
H 9.48 0.98 -1.25
O 1.37 -1.28 -2.48
O -4.45 -2.57 -5.70
O -4.25 1.85 2.87
H -2.32 0.14 -0.20
H -3.87 0.03 0.69
H -12.93 3.25 0.55
H -3.74 -0.57 -0.98
H -8.30 2.67 1.26
H -11.34 -1.02 3.61
H -7.57 4.20 1.77
H 11.13 3.41 -5.86
O 8.67 2.52 2.02
H 11.03 2.35 1.58
C -6.04 -5.81 -4.31
H -5.45 -6.06 -5.19
O -13.04 2.63 4.39
C -1.15 -4.12 1.75
H -6.03 2.02 5.85
C 7.59 3.40 1.68
H -4.67 -3.45 -7.58
H -1.43 -0.61 1.71
H -5.38 -1.82 -7.41
O 7.41 0.43 2.21
H 12.75 -1.64 -6.68
O -11.98 2.84 2.33
O -10.47 2.33 4.07
C -2.83 -1.84 0.58
H 15.31 3.36 -3.35
H 2.16 0.82 2.63
H -13.89 1.79 6.09
H -6.82 -6.56 -4.18
O -5.01 -3.16 -3.47
H -3.09 -3.74 -4.09
H 2.32 -3.16 1.97
C -4.55 -2.46 -7.13
H 14.22 -1.02 -5.90
P -5.75 -3.24 -4.92
H -5.42 6.33 2.68
H 1.39 1.32 1.13
H -0.84 -4.62 2.67
C 9.65 0.01 -0.79
H 12.14 2.14 -6.58
H -5.89 5.44 4.13
C -13.10 2.64 1.44
O -6.38 2.50 1.97
O 12.48 -0.04 -3.06
C -5.00 2.37 5.75
H 2.89 0.28 -0.16
C 11.38 2.35 -5.83
C 14.62 2.89 -4.04
C -11.14 -0.56 4.58
H -2.41 -2.45 -0.23
P -11.82 1.83 3.65
H 4.26 1.04 0.72
C -7.67 3.14 2.00
H -14.02 2.96 1.93
O -6.68 -4.53 -4.45
H -3.21 -2.13 -3.32
H -3.62 -2.03 -7.49
O 12.44 0.01 -5.50
O 11.83 2.05 -4.50
F -1.07 -4.46 -1.86
O 1.12 -4.47 -1.82
H 0.87 -0.77 0.57
P -5.31 2.84 3.18
O -11.98 0.60 4.77
C -3.21 -0.47 -0.03
C -3.58 -3.16 -3.31
C 0.30 -1.59 -2.10
H 2.38 -4.07 0.48
H 13.96 3.65 -4.47
F -0.79 -0.97 -2.59
H -4.17 5.76 3.80
H 4.72 -0.92 1.76
H -5.39 -5.82 -3.43
O 13.85 1.92 -3.31
H 10.96 1.96 3.31
*
```

---

(10)
Below is an isolated molecule of C7H7NO4 at a distorted geometry, with properties calculated with ωB97M-V with the def2-TZVPD basis set.

As for the SMILES: O=C(O)c1ccnc(CO)c1O. The highest occupied orbital energy comes out at -9.59 eV. For the max |F|, the calculation gives 4.79 eV/A. The calculation puts the energy above the lowest of the compared OMol25 structures with the same formula, charge and spin at 3.31 kcal per mole.

The geometry in ORCA input format:
```
! RIJCOSX wB97M-V def2-TZVPD def2/J DEFGRID3
* xyz 0 1
O 2.99 -1.33 0.09
H -2.26 -1.60 0.91
C -1.08 -0.08 -0.05
N -1.33 1.21 0.01
C 2.72 -0.06 0.04
H 2.35 -2.07 0.11
H -0.42 -2.32 -0.03
C 1.10 1.72 -0.01
C 1.30 0.30 0.12
O 0.39 -1.87 -0.18
C -0.27 2.02 -0.05
C 0.25 -0.56 0.02
C -2.36 -0.90 0.03
H 1.91 2.39 -0.17
O 3.61 0.82 -0.01
H -2.95 0.89 0.15
O -3.33 -0.02 0.08
H -0.44 3.01 -0.19
H -2.18 -1.55 -0.88
*
```

---

(11)
Below is C3H5NO2 as an isolated structure at a distorted geometry, with properties calculated with ωB97M-V with the def2-TZVPD basis set.

The highest occupied orbital energy comes out at -9.79 eV. For the max |F|, the calculation gives 1.05 eV/A. The calculation puts the energy above the lowest of the compared OMol25 structures with the same formula, charge and spin at 86.61 kcal per mole.

The geometry in ORCA input format:
```
! RIJCOSX wB97M-V def2-TZVPD def2/J DEFGRID3
* xyz 0 1
H 2.31 0.97 -0.89
O 1.45 0.56 -0.97
H -0.37 1.52 -0.02
N -0.40 -0.92 -0.31
H -1.71 -0.84 1.43
O 1.96 -0.55 0.99
C -0.25 0.51 0.38
H -2.23 0.04 -0.10
C -1.42 -0.35 0.51
H -0.51 -0.97 -1.32
C 1.16 0.03 0.31
*
```

---

The highest max |F| belongs to which entry?
C27H68F2NO22P5Si